[1]
101
Properties=species:S:1:pos:R:3:forces:R:3 method="wB97M-V/def2-TZVPD" charge=+1 s_squared=2.0086 orbital_gap_ha="0.25010 / 0.27558" spin_multiplicity=3
C 4.9982 -3.0126 -0.1082 0.4 -0.4 0.4
N 4.7868 -2.4496 -1.4845 -0.9 0.1 1.5
C 3.3958 -2.0139 -1.6780 0.0 -2.0 -0.8
N 3.3000 -0.6065 -2.2177 -0.2 -0.8 0.6
I 2.8278 -0.4603 -4.1931 0.1 0.2 0.2
C 3.5364 0.3565 -1.3455 0.2 -0.4 0.6
N 3.9037 0.0268 0.0034 -0.4 4.7 -1.8
C 4.0626 1.2898 0.5454 -0.3 -2.7 -1.3
C 4.5033 1.2848 2.0345 -0.3 -0.5 0.1
Cl 5.2964 2.7908 2.6377 -0.5 -0.8 -0.4
C 3.2651 0.7905 2.9426 0.8 0.8 0.6
C 2.6084 1.9393 3.7928 -0.8 -0.9 -0.4
Cl 3.9879 -0.3922 4.1625 -0.5 0.4 -0.8
N 3.7847 2.2762 -0.3803 1.3 -1.0 4.0
N 3.8519 3.5803 0.0068 0.5 2.4 -1.7
C 4.9320 4.3465 -0.5963 2.3 1.3 -0.6
O 4.8045 5.1543 -1.4453 -0.7 -0.4 0.5
F 6.2117 4.1516 -0.1172 -2.5 -0.9 0.1
C 2.5799 4.2583 0.0368 -2.8 0.0 -0.1
O 1.5794 3.6207 0.1220 0.8 0.0 0.1
F 2.4419 5.6161 -0.0174 2.0 -2.0 0.2
N 3.4648 1.7115 -1.6079 0.3 -0.9 0.6
C 3.1432 2.5587 -2.7375 -2.4 0.9 -1.5
C 1.7066 2.8533 -2.9401 1.8 1.2 -1.5
C 1.3396 3.7531 -4.0690 2.8 -0.8 0.6
C 2.4607 4.2569 -4.8761 -0.1 -1.6 2.1
C 3.8246 3.8224 -4.5156 -1.0 0.7 -0.6
N 4.1859 2.9979 -3.4976 -2.5 0.5 0.0
H 4.3098 -2.5623 0.6527 0.6 -0.2 -0.9
H 6.0480 -2.8134 0.2616 -1.1 -0.3 -0.6
H 4.8001 -4.1250 -0.1132 0.3 1.1 0.2
H 5.0392 -3.1874 -2.1418 -0.2 0.5 0.1
H 2.9505 -2.7184 -2.4453 0.1 1.3 0.6
H 2.7502 -2.1523 -0.7619 0.9 0.6 -0.8
H 5.2712 0.4625 2.1376 -0.8 1.0 -0.5
H 2.5585 0.2207 2.2882 0.6 0.5 0.7
H 2.3583 2.8104 3.1296 0.3 -0.7 0.7
H 1.6432 1.5160 4.2075 1.0 0.6 -0.4
H 3.2532 2.2157 4.6653 -0.5 -0.1 -1.1
H 0.9449 2.4352 -2.2419 0.8 0.4 -0.7
H 0.2788 4.0325 -4.2805 1.1 -0.3 0.3
H 2.3152 4.9677 -5.7329 0.2 -0.9 1.0
H 4.6602 4.2346 -5.1469 -0.9 -0.6 0.8
C -3.2025 2.1168 -4.2107 -0.2 0.2 0.1
C -2.8691 0.6023 -4.1791 0.0 1.7 -1.2
C -4.0417 -0.2085 -4.7616 -0.2 -0.4 0.3
C -5.2369 -0.3263 -3.8199 0.0 0.1 0.0
C -4.8015 -0.8272 -2.4468 0.1 -0.2 -0.5
C -3.6674 0.0118 -1.8354 -1.1 1.0 1.7
N -2.5257 0.2029 -2.7809 0.1 -3.5 -0.9
O -1.8468 -0.9430 -2.8384 0.0 1.6 0.3
C -4.2277 1.3814 -1.3893 -0.1 0.2 -0.3
C -3.2232 -0.6450 -0.5137 0.5 -0.3 -0.4
C -1.6746 0.4580 -5.1436 0.3 -0.6 0.4
H -2.6783 2.6578 -3.4183 -0.1 -0.1 0.0
H -2.8901 2.5791 -5.1504 0.0 -0.2 0.0
H -4.2693 2.3190 -4.1215 0.0 0.0 0.1
H -3.7028 -1.2215 -5.0080 0.2 0.1 0.1
H -4.3715 0.2382 -5.7040 0.2 0.1 0.0
H -5.7537 0.6340 -3.7326 0.0 0.0 0.0
H -5.9660 -1.0218 -4.2456 0.0 0.1 0.0
H -5.6654 -0.8333 -1.7763 0.2 0.1 0.1
H -4.4844 -1.8719 -2.5411 0.2 0.1 0.0
H -3.4295 2.0320 -1.0253 0.0 0.0 0.0
H -4.9423 1.2554 -0.5724 0.1 -0.2 0.0
H -4.7709 1.9103 -2.1696 0.1 0.0 0.0
H -2.9058 -1.6805 -0.6455 0.1 0.1 -0.1
H -4.0460 -0.6640 0.2031 0.0 0.2 -0.2
H -2.4009 -0.0899 -0.0550 0.0 0.0 0.0
H -0.8018 1.0078 -4.7773 0.0 0.0 0.0
H -1.9267 0.8542 -6.1300 -0.2 0.1 0.2
H -1.3858 -0.5830 -5.3014 0.0 0.1 0.2
C -1.6217 -1.3269 5.9002 0.3 0.0 0.1
C -2.5492 -1.8651 4.7794 0.0 0.7 2.1
C -2.7782 -3.3770 4.9637 0.1 -0.3 -0.4
C -1.5838 -4.2353 4.5561 0.0 0.0 0.1
C -1.1129 -3.8800 3.1500 -0.4 -0.2 0.2
C -0.8308 -2.3789 2.9753 2.1 0.0 -0.2
N -1.9608 -1.5272 3.4480 -2.5 -2.0 -1.8
O -2.9321 -1.6024 2.5399 1.1 0.8 0.8
C 0.4671 -2.0118 3.7276 0.1 -0.1 0.3
C -0.4802 -2.1107 1.4978 -0.7 0.2 -0.2
C -3.8954 -1.1529 5.0290 -0.2 0.0 -0.8
H -1.0596 -0.4508 5.5669 0.0 -0.1 -0.1
H -2.1910 -1.0053 6.7748 -0.1 -0.1 -0.2
H -0.9165 -2.0744 6.2639 0.1 0.0 -0.1
H -3.6423 -3.6941 4.3685 0.0 0.2 0.0
H -3.0331 -3.5905 6.0054 0.0 0.3 0.0
H -0.7667 -4.1235 5.2751 0.0 0.0 0.0
H -1.8685 -5.2911 4.5874 0.0 0.1 0.0
H -0.2152 -4.4599 2.9144 0.1 0.2 -0.1
H -1.8775 -4.2022 2.4342 0.0 0.2 0.0
H 0.6502 -0.9351 3.6899 -0.1 0.0 0.0
H 1.3298 -2.5046 3.2702 -0.2 0.0 -0.1
H 0.4771 -2.3233 4.7695 -0.1 0.1 0.0
H -1.2655 -2.4347 0.8137 0.0 0.1 0.1
H 0.4231 -2.6563 1.2121 0.0 0.0 0.3
H -0.2922 -1.0467 1.3248 -0.1 0.0 0.0
H -3.8009 -0.0713 4.9037 0.0 -0.1 0.0
H -4.2431 -1.3411 6.0471 0.3 -0.1 0.0
H -4.6869 -1.5094 4.3673 0.2 0.1 -0.1

[2]
56
Properties=species:S:1:pos:R:3:forces:R:3 method="wB97M-V/def2-TZVPD" e_above_lowest_kj_mol=0.0 orbital_gap_ha=0.32299 smiles=CC(C)CN1CCN(Cc2cnc(-c3ccc(Cl)cc3)nc2)C[C@@H]1CCO
C -1.4078 5.2073 0.1150 0.1 -0.2 -0.3
C -0.4977 4.6296 -0.9648 0.2 0.1 0.1
C 0.0830 5.7512 -1.8255 -0.1 -0.3 0.0
C 0.6621 3.8240 -0.3621 -0.2 0.0 -0.3
N 0.2478 2.8065 0.5955 0.0 0.2 0.0
C -0.5084 1.7044 0.0181 -0.1 -0.2 -0.2
C 0.3593 0.6737 -0.7079 -0.2 0.2 0.1
N 1.3697 0.1702 0.2044 0.1 0.0 -0.1
C 2.1349 -0.9167 -0.3762 0.1 0.0 0.1
C 1.2881 -2.1430 -0.5271 -0.1 -0.3 -0.1
C 1.3271 -2.9642 -1.6487 0.1 0.4 0.4
N 0.5906 -4.0518 -1.7630 -0.2 -0.4 -0.2
C -0.2221 -4.3557 -0.7523 0.4 0.5 0.0
C -1.0360 -5.5659 -0.8697 -0.4 -0.5 0.0
C -1.9107 -5.9265 0.1545 0.1 0.1 -0.2
C -2.6771 -7.0696 0.0498 -0.1 -0.1 -0.1
C -2.5696 -7.8590 -1.0863 0.2 0.3 0.0
Cl -3.5257 -9.2909 -1.2211 -0.1 -0.2 0.0
C -1.7049 -7.5154 -2.1156 -0.1 -0.1 0.1
C -0.9414 -6.3708 -2.0042 0.0 0.1 0.2
N -0.3442 -3.6295 0.3598 -0.3 -0.3 0.1
C 0.3974 -2.5475 0.4668 0.3 0.2 -0.2
C 2.2064 1.2657 0.6517 0.0 0.3 0.1
C 1.3561 2.3011 1.4082 0.4 -0.4 0.3
C 0.8609 1.7119 2.7371 -0.2 0.5 0.0
C 0.1187 2.7461 3.5871 0.4 -0.2 0.1
O -1.0988 3.1474 3.0223 -0.5 0.1 -0.2
H -1.9443 4.4206 0.6372 -0.1 0.0 0.1
H -0.8266 5.7714 0.8404 0.1 0.1 0.2
H -2.1387 5.8767 -0.3333 -0.1 0.1 0.0
H -1.0924 3.9811 -1.6167 0.0 0.0 0.0
H -0.7146 6.3014 -2.3186 0.0 0.1 -0.1
H 0.6495 6.4474 -1.2106 0.1 0.1 0.1
H 0.7453 5.3510 -2.5905 0.1 0.0 -0.1
H 1.3065 4.5243 0.1784 0.0 0.0 0.0
H 1.2552 3.4038 -1.1904 0.0 0.1 0.1
H -1.0389 1.2011 0.8294 -0.1 0.0 -0.1
H -1.2529 2.1050 -0.6693 0.0 0.0 0.0
H 0.8223 1.1249 -1.6063 0.0 -0.1 0.0
H -0.2692 -0.1577 -1.0355 0.0 0.1 0.0
H 2.5745 -0.6451 -1.3550 0.0 0.0 0.1
H 2.9606 -1.1458 0.3073 0.0 0.1 -0.1
H 1.9752 -2.7427 -2.4895 0.1 0.1 0.0
H -1.9759 -5.2967 1.0274 0.0 0.0 0.1
H -3.3550 -7.3529 0.8398 -0.1 0.0 0.0
H -1.6349 -8.1415 -2.9914 0.0 -0.1 -0.1
H -0.2619 -6.0828 -2.7904 0.0 0.0 -0.1
H 0.2809 -1.9680 1.3733 0.0 0.1 0.0
H 2.7182 1.7560 -0.1981 0.0 -0.1 0.0
H 2.9736 0.8726 1.3229 0.0 0.0 0.0
H 2.0011 3.1560 1.6472 -0.1 -0.1 0.0
H 1.7275 1.3586 3.2979 0.1 -0.1 0.0
H 0.2117 0.8586 2.5483 0.0 -0.1 0.1
H 0.7731 3.6198 3.7439 0.0 -0.1 0.1
H -0.1209 2.3214 4.5662 0.1 0.1 0.0
H -0.9070 3.3491 2.0898 0.1 -0.1 0.0

[3]
5
Properties=species:S:1:pos:R:3:forces:R:3 method="wB97M-V/def2-TZVPD" e_above_lowest_kj_mol=0.0 orbital_gap_ha=0.37536 smiles=[SiH3]I
Si -0.0865 -0.0472 0.3763 -0.2 -0.1 0.9
I -0.6336 -0.3456 2.7571 0.0 0.0 -0.2
H -1.3429 0.2457 -0.2904 -0.2 0.1 -0.3
H 0.8508 1.0604 0.3158 0.2 0.3 -0.2
H 0.5002 -1.3016 -0.0608 0.2 -0.3 -0.2

no.,maximum force (eV/Å),calculated total energy (eV)
1,5.0,-94178.493
2,0.7,-42778.449
3,0.9,-16027.232